{
  "formula": "C12H16O2",
  "method": "ωB97M-V/def2-TZVPD",
  "elements": ["C", "C", "C", "C", "C", "C", "C", "C", "C", "C", "C", "C", "H", "H", "H", "H", "H", "H", "H", "H", "H", "H", "H", "H", "H", "H", "H", "H", "O", "O"],
  "positions_angstrom": [[-2.09421, 2.51941, 1.36552], [-1.86513, 1.10449, 0.82093], [-0.22951, -0.28971, 0.02796], [0.23562, -0.44765, -1.30619], [0.48263, 0.59279, -2.30172], [1.65149, 1.49602, -2.05203], [2.81572, 1.09380, -1.53010], [0.58151, -1.68826, -1.73797], [0.59621, -2.90576, -0.98728], [-0.04649, -2.79650, 0.18825], [-0.41441, -1.51905, 0.75393], [-0.00169, -0.80387, 3.02013], [-2.99764, 2.45896, 2.28407], [-0.86331, 2.70580, 1.95214], [-2.26535, 3.13525, 0.30052], [-2.43224, 1.17084, -0.14274], [-2.26553, 0.46761, 1.59033], [0.62830, 0.13496, -3.40595], [-0.56463, 1.14883, -2.30557], [1.49366, 2.46131, -2.51311], [3.70463, 1.80462, -1.78621], [3.13129, 0.08697, -1.15227], [0.85165, -1.91877, -2.79150], [0.86458, -3.78131, -1.42267], [-0.23046, -3.63416, 0.81570], [0.96805, -1.27064, 3.31018], [-0.62083, -0.76368, 3.95954], [0.04895, 0.11730, 2.44757], [-0.43838, 0.95464, 0.51442], [-0.72445, -1.63425, 2.08416]],
  "atomic_forces_ev_per_a": [[1.88, 0.57, 1.17], [-0.41, 2.24, -0.68], [0.52, -2.81, -0.49], [0.55, -1.41, 0.54], [-2.79, 1.46, -1.84], [0.03, -0.98, 0.02], [2.00, 1.29, -1.35], [1.24, -3.42, -1.17], [-2.06, 4.35, -0.16], [-0.31, 1.41, 1.56], [1.57, 0.11, -0.63], [-0.76, -0.62, -0.08], [2.66, 0.78, -3.15], [-4.14, 0.20, -1.75], [0.33, -0.56, 3.76], [0.42, -1.38, 0.74], [0.33, -1.23, -0.30], [-0.50, 0.95, 2.58], [2.21, -0.30, -0.47], [0.59, 0.27, 0.13], [-1.56, -1.23, 1.12], [-0.91, 1.04, -0.32], [0.06, 1.04, 0.63], [0.87, -2.46, -1.09], [-0.05, -0.55, 0.59], [-0.45, 0.46, -0.56], [0.50, 0.26, -1.10], [0.75, 0.62, 1.11], [-1.80, 0.04, 0.72], [-0.79, -0.12, 0.46]],
  "lowdin_charge": [-0.12, -0.30, -0.19, -0.22, -0.19, -0.19, 0.00, -0.06, -0.06, -0.01, -0.18, -0.03, 0.14, 0.17, 0.11, 0.13, 0.10, 0.16, 0.15, 0.09, 0.08, 0.08, 0.12, 0.07, 0.11, 0.10, 0.11, 0.07, -0.09, -0.13],
  "homo_lumo_gap_ev": 9.046,
  "fmax_ev_per_a": 4.817,
  "e_homo_ha": -0.3018,
  "relative_energy_kcal_mol": 127.33
}

{
  "formula": "C3H9NO2S",
  "method": "ωB97M-V/def2-TZVPD",
  "elements": ["C", "C", "C", "N", "O", "O", "S", "H", "H", "H", "H", "H", "H", "H", "H", "H"],
  "positions_angstrom": [[-0.04141, -0.72339, 1.81821], [1.14651, -0.67073, 0.85726], [-1.17079, 2.00289, -0.37608], [-0.36614, -0.98139, -0.87717], [-0.90831, 2.12872, -1.49966], [0.67925, -0.13389, -0.36742], [-0.21191, -1.00112, -2.44243], [0.21314, -1.49643, 2.62255], [-0.17581, 0.26738, 2.45604], [-0.97288, -0.96338, 1.17065], [1.48440, -1.74554, 0.61063], [1.91373, 0.01929, 1.11015], [-2.13448, 1.54345, -0.00404], [-0.80000, 2.54278, 0.52445], [0.13277, 0.26102, -2.80717], [1.21193, -1.04966, -2.79597]],
  "atomic_forces_ev_per_a": [[-0.28, 0.51, 1.87], [-1.54, -1.86, -0.96], [-3.21, 0.44, 4.21], [0.12, -0.24, 0.08], [1.39, 0.26, -3.06], [-0.02, 0.41, -0.68], [2.26, 0.75, -0.79], [-0.85, 0.74, -1.15], [0.14, -1.77, -1.65], [1.52, 0.23, 1.65], [-0.02, 1.57, 0.72], [0.93, 0.15, 0.60], [0.47, -0.69, -0.69], [1.33, 0.03, -0.57], [-1.08, 0.62, -0.05], [-1.14, -1.13, 0.48]],
  "lowdin_charge": [-0.12, -0.29, -0.21, -0.50, 0.01, -0.35, 0.89, 0.08, 0.10, 0.08, 0.13, 0.10, 0.09, 0.09, -0.07, -0.01],
  "homo_lumo_gap_ev": 8.953,
  "fmax_ev_per_a": 5.314,
  "e_homo_ha": -0.3079,
  "relative_energy_kcal_mol": 164.03
}

{
  "formula": "C19H38InN3O7PS",
  "method": "ωB97M-V/def2-TZVPD",
  "elements": ["C", "In", "C", "C", "C", "C", "O", "C", "O", "C", "C", "S", "C", "N", "N", "C", "O", "P", "N", "O", "H", "H", "H", "H", "H", "H", "H", "H", "H", "H", "H", "H", "H", "H", "H", "H", "H", "H", "H", "H", "C", "C", "O", "C", "H", "H", "H", "H", "H", "H", "C", "C", "O", "C", "H", "H", "H", "H", "H", "H", "C", "C", "O", "C", "H", "H", "H", "H", "H", "H"],
  "positions_angstrom": [[-2.89464, 3.63259, -1.10025], [-1.36443, 2.00749, -1.59910], [0.43319, 2.47487, -0.29408], [1.74119, 1.65910, -0.63017], [1.39820, 0.12704, -0.55528], [2.58447, -0.80089, -0.11020], [2.33226, -1.34252, 1.21032], [1.48627, -2.41780, 1.16070], [0.65243, -2.61277, 1.99400], [-0.96637, 2.21390, -3.81148], [0.19661, 1.31235, -4.40146], [-0.47201, 0.23275, -5.77302], [-0.92966, -1.32751, -5.01299], [-1.89933, -1.62100, -4.14375], [-1.77858, -2.94218, -3.86712], [-0.77990, -3.46037, -4.57527], [-0.21841, -2.46499, -5.32089], [-2.55464, -0.19218, -1.02979], [-1.46055, -1.57817, -0.93619], [-3.11594, -0.00628, 0.59448], [-3.37969, 3.29227, -0.14680], [-2.39571, 4.62057, -0.94954], [-3.63039, 3.63960, -1.93864], [0.23287, 2.33635, 0.80471], [0.69807, 3.56557, -0.40278], [2.47534, 1.86093, 0.20148], [2.21956, 1.93463, -1.59871], [0.52807, 0.02681, 0.14299], [1.05938, -0.17352, -1.58483], [3.56160, -0.27769, -0.18054], [2.60139, -1.67331, -0.82416], [1.54220, -3.13738, 0.29703], [-1.90893, 1.90737, -4.33542], [-0.75603, 3.28836, -4.05156], [0.77573, 0.73401, -3.64838], [0.91916, 2.00703, -4.91020], [-0.42471, -4.50227, -4.58789], [-1.03081, -1.69736, -0.01912], [-0.78368, -1.60871, -1.69317], [-2.66107, 0.79827, 0.89923], [-4.24049, -4.10919, -4.42589], [-5.23358, -4.76595, -5.34837], [-5.20310, -4.58466, -6.54790], [-6.27309, -5.66301, -4.72060], [-3.56177, -3.49882, -5.00697], [-4.76289, -3.46891, -3.71262], [-3.66451, -4.86919, -3.89657], [-6.88348, -5.09078, -4.01980], [-5.78600, -6.49190, -4.20361], [-6.92016, -6.06762, -5.49960], [2.90261, -0.76736, 6.31838], [1.87178, 0.01905, 5.54629], [1.81874, 1.22903, 5.62406], [0.91930, -0.76097, 4.68138], [3.52136, -0.08166, 6.89818], [2.40734, -1.45755, 7.00373], [3.54283, -1.31903, 5.62779], [0.33839, -1.45101, 5.29674], [1.47223, -1.31135, 3.92013], [0.23486, -0.07345, 4.18559], [5.17416, 5.21511, 6.18865], [4.14307, 4.57376, 5.29023], [4.14261, 4.77262, 4.09560], [3.11993, 3.67952, 5.94169], [5.84479, 5.83003, 5.58795], [4.68103, 5.85133, 6.92598], [5.76119, 4.44398, 6.69118], [2.53785, 4.25096, 6.66846], [3.61585, 2.84209, 6.43252], [2.44663, 3.28994, 5.18523]],
  "atomic_forces_ev_per_a": [[0.18, -0.60, 0.16], [0.05, 1.02, 0.46], [1.12, 0.53, -0.29], [-0.43, -0.27, 1.52], [0.41, 0.61, -0.49], [-0.88, -0.30, -1.51], [-0.23, -0.73, -0.60], [-0.39, 0.19, -0.06], [0.34, -0.03, 0.34], [0.26, -0.58, -0.35], [-0.56, 1.19, 0.24], [0.29, -0.97, 0.50], [-0.68, -0.38, 1.03], [1.83, 0.74, -1.50], [1.57, -1.86, -0.29], [-1.69, 2.38, 0.89], [0.37, -0.18, -0.07], [-1.16, -0.36, -0.53], [-0.27, -0.08, 0.80], [1.24, 0.45, -0.66], [0.18, 0.53, -0.83], [-0.52, -0.71, -0.18], [0.39, 0.26, 0.75], [0.03, -0.01, -0.92], [-0.40, -0.83, 0.07], [-0.27, -0.12, -0.85], [-0.42, -0.17, 0.59], [0.79, -0.16, -0.60], [0.10, 0.02, 0.99], [-0.62, -0.42, 0.59], [0.29, 0.70, 0.61], [0.56, 0.88, 0.22], [0.72, 0.50, 0.53], [-0.23, -0.87, 0.15], [-0.51, 0.07, -0.67], [-0.44, -0.97, 0.17], [-0.17, 0.95, -0.19], [0.18, 0.16, -0.35], [-0.11, 0.09, 0.30], [-0.30, -0.51, 0.25], [-0.45, -0.15, -0.54], [0.13, 0.18, -0.15], [-0.08, -0.12, 0.13], [-0.20, -0.10, -0.34], [-0.23, -0.07, -0.05], [0.15, -0.11, 0.18], [-0.10, 0.10, 0.19], [0.12, -0.10, 0.15], [-0.05, 0.11, 0.18], [0.05, 0.03, 0.03], [0.17, 0.29, 0.15], [-0.28, 0.26, -0.15], [-0.06, -0.59, 0.13], [0.00, 0.38, 0.03], [-0.05, -0.03, -0.04], [0.05, -0.14, -0.13], [-0.11, -0.16, 0.05], [0.12, -0.16, -0.10], [-0.12, -0.16, 0.08], [0.06, -0.05, 0.00], [0.20, 0.18, -0.26], [-0.17, -0.02, -0.22], [0.11, 0.03, 0.17], [0.09, 0.36, -0.40], [-0.05, -0.04, 0.02], [0.04, -0.15, 0.13], [-0.11, 0.05, 0.17], [0.11, -0.10, 0.16], [-0.10, 0.07, 0.14], [0.09, 0.06, 0.07]],
  "lowdin_charge": [-0.27, 0.56, -0.31, -0.31, -0.21, -0.17, -0.05, -0.36, 0.08, -0.36, -0.54, 0.91, -0.61, 0.06, -0.01, -0.14, -0.01, 0.62, -0.29, -0.45, -0.04, -0.04, -0.04, 0.04, 0.03, 0.10, 0.10, 0.10, 0.09, 0.13, 0.11, 0.16, 0.01, 0.03, 0.04, 0.06, 0.14, -0.01, -0.03, -0.01, -0.04, -0.50, 0.05, -0.03, 0.05, 0.10, 0.08, 0.08, 0.08, 0.08, -0.02, -0.48, 0.05, -0.01, 0.07, 0.08, 0.08, 0.09, 0.06, 0.09, -0.03, -0.50, 0.07, -0.04, 0.08, 0.08, 0.08, 0.09, 0.07, 0.07],
  "total_charge": -1,
  "homo_lumo_gap_ev": 5.355,
  "fmax_ev_per_a": 3.052,
  "e_homo_ha": -0.1125,
  "relative_energy_kcal_mol": 0.00
}